Density functional theory data (wB97M-V/def2-TZVPD) for one molecule with the formula C24H30N6O4 in a non-equilibrium geometry.

Properties
- Relative energy (zero: lowest compared OMol25 entry of this formula, charge and spin): 46.3 kcal per mole
- SMILES: CCOc1ccc(N(CC(=O)NC2CCCCC2)C(=O)Cn2nnc(-c3ccc(C)o3)n2)cc1
- Orbital gap: 9.001 eV
- HOMO energy: -8.31 eV
- Charge: 0

Positions of all 64 atoms, in Å:
C  -6.241  -1.226  -1.571
C  -5.076  -1.733  -0.737
O  -3.885  -1.319  -1.378
C  -2.694  -1.581  -0.790
C  -1.570  -1.074  -1.448
C  -0.310  -1.246  -0.923
C  -0.147  -1.927  0.281
N  1.148  -2.070  0.852
C  2.147  -2.768  0.051
C  2.945  -1.769  -0.809
O  2.819  -1.710  -2.015
N  3.749  -0.982  -0.082
C  4.432  0.176  -0.621
C  5.939  0.072  -0.386
C  6.647  1.300  -0.950
C  6.098  2.575  -0.316
C  4.592  2.676  -0.541
C  3.883  1.450  0.025
C  1.529  -1.524  2.019
O  2.645  -1.681  2.489
C  0.508  -0.653  2.765
N  -0.178  0.247  1.895
N  0.419  1.033  1.035
N  -0.496  1.649  0.380
C  -1.681  1.214  0.869
C  -2.948  1.653  0.376
C  -3.238  2.438  -0.710
C  -4.643  2.547  -0.744
C  -5.114  1.827  0.320
C  -6.495  1.612  0.825
O  -4.088  1.278  0.998
N  -1.490  0.325  1.840
C  -1.253  -2.479  0.910
C  -2.522  -2.305  0.385
H  -6.198  -1.658  -2.567
H  -7.182  -1.500  -1.103
H  -6.185  -0.144  -1.662
H  -5.116  -1.315  0.279
H  -5.107  -2.830  -0.667
H  -1.715  -0.529  -2.366
H  0.548  -0.840  -1.434
H  1.636  -3.474  -0.605
H  2.822  -3.297  0.728
H  3.779  -1.105  0.922
H  4.225  0.183  -1.696
H  6.321  -0.835  -0.860
H  6.128  -0.001  0.688
H  7.720  1.224  -0.766
H  6.493  1.339  -2.031
H  6.304  2.563  0.757
H  6.598  3.446  -0.742
H  4.202  3.578  -0.065
H  4.389  2.748  -1.611
H  2.807  1.519  -0.144
H  4.048  1.397  1.104
H  1.074  -0.092  3.516
H  -0.245  -1.264  3.267
H  -2.526  2.868  -1.383
H  -5.230  3.087  -1.459
H  -6.666  0.559  1.041
H  -6.649  2.171  1.749
H  -7.215  1.952  0.087
H  -1.127  -3.044  1.822
H  -3.363  -2.731  0.907

Force components x, y, z for each atom (eV/Å):
0.4079 -0.1196 0.1616
-0.3607 -0.0634 0.0922
0.0510 0.1057 -0.1652
0.3111 -0.1062 0.0864
-0.1925 -0.1175 0.0318
-0.1001 -0.0485 0.1159
-0.5179 -0.1976 0.0059
-0.0092 -0.2470 -0.2733
0.3342 -0.0792 -0.1690
-0.1322 -0.5117 0.4524
-0.1293 0.0147 -0.4899
0.3377 0.2776 0.2207
0.0816 0.0749 0.1148
-0.0878 0.0526 -0.4143
0.0688 0.0071 0.3455
-0.0374 0.0527 -0.3410
0.0921 -0.0108 0.3536
-0.0371 0.0387 -0.4654
-0.2052 0.1808 0.2112
0.1074 0.0228 0.2789
0.6462 -0.2964 0.4828
-0.6832 0.6779 -0.2206
1.0128 -0.1767 0.2150
-0.3714 0.4995 -0.4366
0.6502 -0.6770 0.9028
-0.2560 0.7967 -1.0984
0.4373 -0.5310 0.7309
-0.4043 -0.3445 0.4843
-0.4225 0.5346 -0.7862
0.3494 -0.0490 0.1788
0.0891 -0.2465 0.3542
-0.6760 0.2475 -0.0662
0.3014 -0.0097 -0.2692
-0.3333 -0.0029 -0.1668
-0.0476 -0.0357 -0.1026
-0.1169 -0.0282 0.0365
-0.0310 0.1242 -0.0041
0.0519 -0.0692 -0.0637
0.0532 0.1186 0.0470
-0.0215 0.0834 -0.1323
0.0964 0.0623 -0.0650
0.0953 0.1199 0.0625
-0.0770 0.0091 -0.0903
-0.1295 -0.1278 -0.0638
0.0432 0.0301 0.1128
-0.0201 -0.0637 0.0650
0.0203 -0.0486 0.0936
0.0233 -0.0075 -0.0943
0.0474 -0.0010 -0.0881
0.0388 0.0395 0.0751
0.0440 0.0399 0.0752
-0.0430 0.0473 -0.0774
-0.0416 0.0583 -0.0773
0.0158 -0.0649 0.0722
-0.0366 -0.0203 0.1184
-0.1043 -0.1543 -0.1480
0.0791 0.1262 -0.1002
0.2172 0.0747 -0.1301
-0.1955 0.0918 -0.1049
-0.0896 -0.0902 -0.0057
-0.0807 0.0029 0.0494
-0.0279 0.0057 -0.0420
0.0304 -0.0621 0.0945
-0.1156 -0.0092 0.0300